Record 1
C39H44Cl2N5O9S | ωB97M-V with the def2-TZVPD basis set

Summary:
maximum force = 0.02626 hartree/bohr
HOMO level = -10.172 eV
Kohn-Sham gap = 7.1 eV
ΔE to the lowest compared entry with this formula, charge and spin = 0.0 kcal per mole
total charge = +1

Each line ends with the Löwdin charge.
Atoms and positions in Å:
C -5.08 3.53 3.48  -0.096
C -5.10 2.11 3.06  -0.770
Cl -5.89 1.05 4.16  0.787
C -4.58 1.62 1.93  -0.864
Cl -3.86 2.66 0.76  0.793
S -4.60 -0.11 1.55  1.143
C -3.22 -0.88 2.43  -0.341
C -3.47 -1.22 3.90  -0.235
C -2.35 -2.16 4.36  -0.159
C -0.96 -1.56 4.15  -0.246
O -0.82 -0.28 4.74  -0.069
C -4.12 -0.26 -0.20  -0.331
C -2.60 -0.16 -0.39  -0.282
C -2.20 0.24 -1.81  -0.151
C -0.67 0.21 -1.93  -0.140
N -0.05 1.39 -1.39  -0.120
C 0.15 1.70 -0.07  -0.132
C 0.76 2.92 0.06  -0.070
C 0.98 3.38 -1.28  -0.069
C 0.49 2.42 -2.13  -0.078
H -4.64 3.56 4.48  0.096
H -6.10 3.91 3.56  0.102
H -4.47 4.14 2.84  0.062
H -2.86 -1.74 1.87  0.079
H -2.41 -0.15 2.41  0.087
H -4.45 -1.63 4.10  0.106
H -3.33 -0.30 4.47  0.092
H -2.41 -3.08 3.79  0.097
H -2.45 -2.35 5.43  0.127
H -0.21 -2.25 4.55  0.120
H -0.73 -1.48 3.09  0.114
H -0.92 0.39 4.06  0.082
H -4.55 -1.18 -0.57  0.105
H -4.61 0.57 -0.71  0.080
H -2.25 0.63 0.26  0.046
H -2.11 -1.10 -0.15  0.114
H -2.50 1.26 -2.03  0.123
H -2.60 -0.47 -2.53  0.121
H -0.27 -0.68 -1.44  0.129
H -0.41 0.12 -2.98  0.125
H -0.18 1.05 0.73  0.099
H 1.01 3.40 0.99  0.091
H 1.44 4.32 -1.52  0.059
H 0.49 2.42 -3.20  0.110
C -3.46 -8.45 1.91  -0.055
C -4.04 -7.30 1.38  -0.059
C -3.35 -6.10 1.40  -0.008
C -2.09 -6.07 1.95  -0.150
C -1.49 -7.20 2.49  0.006
C -2.19 -8.39 2.47  -0.050
N -1.34 -4.81 1.96  -0.340
O -1.88 -3.81 1.50  0.021
O -0.22 -4.81 2.42  0.107
H -4.00 -9.38 1.89  0.114
H -5.03 -7.35 0.95  0.111
H -3.80 -5.21 0.99  0.113
H -0.50 -7.15 2.92  0.124
H -1.74 -9.28 2.88  0.115
C 4.21 5.39 -6.78  -0.060
C 4.90 6.45 -6.20  -0.063
C 4.60 6.85 -4.91  -0.003
C 3.62 6.16 -4.21  -0.142
C 2.92 5.11 -4.78  0.009
C 3.22 4.72 -6.07  -0.062
N 3.31 6.56 -2.83  -0.337
O 3.92 7.50 -2.36  0.094
O 2.46 5.92 -2.24  0.041
H 4.45 5.08 -7.79  0.108
H 5.66 6.97 -6.76  0.109
H 5.13 7.67 -4.45  0.120
H 2.16 4.59 -4.22  0.113
H 2.68 3.89 -6.51  0.072
C 2.02 0.82 6.17  -0.070
C 3.33 1.25 6.27  -0.062
C 4.34 0.35 6.59  -0.001
C 4.00 -0.98 6.81  -0.146
C 2.70 -1.42 6.72  0.002
C 1.70 -0.52 6.40  -0.070
N 5.07 -1.94 7.13  -0.354
O 6.20 -1.52 7.22  0.085
O 4.74 -3.10 7.28  0.077
H 1.24 1.52 5.92  0.103
H 3.58 2.28 6.10  0.109
H 5.36 0.68 6.67  0.121
H 2.46 -2.46 6.89  0.118
H 0.68 -0.85 6.32  0.081
C 2.45 -2.11 -8.67  -0.064
C 1.45 -1.17 -8.89  -0.062
C 1.39 -0.03 -8.10  -0.003
C 2.33 0.15 -7.11  -0.148
C 3.33 -0.77 -6.87  -0.001
C 3.39 -1.91 -7.66  -0.060
N 2.28 1.37 -6.29  -0.343
O 1.37 2.16 -6.50  0.048
O 3.13 1.52 -5.44  0.088
H 2.51 -2.99 -9.29  0.110
H 0.73 -1.32 -9.67  0.110
H 0.61 0.71 -8.27  0.119
H 4.05 -0.61 -6.08  0.121
H 4.16 -2.64 -7.49  0.111

---

Record 2
C39H44ClMoO3PSi | ωB97M-V with the def2-TZVPD basis set

Summary:
spin multiplicity = 3
maximum force = 0.01125 hartree/bohr
HOMO level (alpha / beta) = -12.267 / -12.270 eV
Kohn-Sham gap (alpha / beta) = 4.6 / 4.6 eV
ΔE to the lowest compared entry with this formula, charge and spin = 63.0 kcal per mole
total charge = +2

Each line ends with the Löwdin charge.
Atoms and positions in Å:
Mo -2.07 0.80 -0.96  1.323
C -2.08 1.54 -4.31  -0.029
C -2.75 1.62 -2.96  -0.373
C -3.77 0.68 -2.62  -0.050
C -4.42 0.72 -1.39  -0.307
C -5.42 -0.31 -0.97  -0.006
C -4.01 1.75 -0.47  -0.116
C -3.22 2.85 -0.88  -0.346
C -3.03 4.04 0.02  -0.021
C -2.57 2.75 -2.12  -0.105
H -2.76 1.93 -5.08  0.101
H -1.84 0.52 -4.57  0.091
H -1.17 2.14 -4.34  0.070
H -3.97 -0.14 -3.30  0.147
H -6.38 0.17 -0.78  0.104
H -5.10 -0.79 -0.04  0.089
H -5.55 -1.07 -1.73  0.095
H -4.44 1.75 0.53  0.147
H -3.90 4.69 -0.06  0.104
H -2.15 4.62 -0.26  0.087
H -2.95 3.74 1.07  0.092
H -1.88 3.53 -2.42  0.137
C 2.18 -2.56 1.95  -0.275
P 1.92 -1.84 0.28  0.889
C 2.23 -3.33 -0.74  -0.275
C 3.59 -1.01 0.20  -0.290
H 3.17 -3.00 2.05  0.063
H 1.44 -3.34 2.13  0.037
H 2.05 -1.78 2.71  0.034
H 3.19 -3.80 -0.51  0.054
H 2.19 -3.11 -1.81  0.028
H 1.44 -4.06 -0.54  0.042
H 4.38 -1.76 0.16  0.104
H 3.70 -0.45 1.13  0.081
H 3.04 0.80 -0.79  0.145
C 5.61 0.03 -3.13  0.066
C 5.99 0.63 -1.92  -0.003
C 5.11 0.63 -0.88  0.054
C 3.79 0.00 -0.98  -0.334
C 3.46 -0.56 -2.29  0.022
C 4.35 -0.56 -3.32  -0.004
Si 0.14 1.65 -0.22  0.871
C 1.22 2.70 -1.31  -0.364
C 1.34 2.33 -2.65  -0.152
C 2.12 3.06 -3.53  -0.071
C 2.78 4.20 -3.09  -0.054
C 2.65 4.61 -1.77  -0.057
C 1.88 3.86 -0.88  -0.099
C 0.81 1.52 1.49  -0.355
C 2.09 1.93 1.91  -0.119
C 2.50 1.74 3.22  -0.066
C 1.64 1.16 4.14  -0.044
C 0.37 0.75 3.75  -0.060
C -0.03 0.91 2.44  -0.113
H 6.32 0.02 -3.95  0.139
H 6.97 1.08 -1.83  0.131
H 5.38 1.07 0.07  0.145
H 2.47 -0.99 -2.41  0.116
H 4.10 -1.00 -4.28  0.130
H 0.80 1.45 -3.01  0.085
H 2.20 2.75 -4.57  0.112
H 3.38 4.78 -3.78  0.116
H 3.14 5.51 -1.43  0.117
H 1.78 4.21 0.14  0.106
H 2.77 2.40 1.21  0.086
H 3.48 2.07 3.53  0.113
H 1.95 1.04 5.17  0.120
H -0.30 0.30 4.47  0.115
H -1.02 0.57 2.14  0.082
C -4.63 -4.04 3.12  -0.016
C -3.22 -3.56 3.33  -0.182
C -2.68 -3.46 4.60  -0.044
C -1.37 -3.03 4.78  -0.661
Cl -0.72 -2.90 6.39  0.687
C -0.58 -2.70 3.70  -0.126
C -1.12 -2.78 2.42  -0.029
C -2.42 -3.22 2.24  -0.213
O -3.01 -3.35 1.01  -0.016
C -2.23 -3.12 -0.12  -0.092
C -2.07 -1.66 -0.43  -0.596
O -1.59 -1.26 -1.54  -0.109
O -2.42 -0.78 0.41  -0.119
H -5.14 -4.16 4.07  0.086
H -4.64 -5.01 2.61  0.095
H -5.19 -3.35 2.50  0.084
H -3.28 -3.72 5.46  0.121
H 0.44 -2.38 3.85  0.076
H -0.51 -2.48 1.58  0.059
H -2.74 -3.59 -0.97  0.156
H -1.24 -3.58 -0.04  0.136

---

Record 3
C39H44MnN3OPS2Te | ωB97M-V with the def2-TZVPD basis set

Summary:
spin multiplicity = 6
maximum force = 0.06393 hartree/bohr
HOMO level (alpha / beta) = -7.498 / -7.501 eV
Kohn-Sham gap (alpha / beta) = 6.9 / 6.9 eV
ΔE to the lowest compared entry with this formula, charge and spin = 0.0 kcal per mole

Each line ends with the Löwdin charge.
Atoms and positions in Å:
Mn 1.67 1.02 -1.12  0.779
C 1.73 2.31 -4.59  -0.162
C 1.39 3.29 -3.47  -0.209
C 0.80 4.55 -3.84  -0.001
C 0.34 5.38 -2.84  -0.006
C 0.66 5.18 -1.48  -0.156
C 0.44 6.17 -0.51  -0.040
C 0.96 5.93 0.77  -0.075
C 1.75 4.83 1.09  -0.106
C 1.90 3.78 0.16  -0.634
S 2.51 2.24 0.69  0.555
C 1.41 3.95 -1.18  -0.224
N 1.71 3.05 -2.18  0.053
H 2.51 2.76 -5.21  0.136
H 0.80 2.13 -5.16  0.096
H 3.27 1.00 -3.75  0.151
H 0.49 4.76 -4.85  0.114
H -0.30 6.20 -3.14  0.122
H -0.19 7.04 -0.63  0.109
H 0.78 6.76 1.50  0.114
H 2.28 4.72 2.04  0.107
C 6.05 0.32 4.26  -0.298
P 5.31 0.14 2.53  0.894
C 3.67 -0.49 3.01  -0.324
C 6.24 -1.36 2.15  -0.418
C 6.32 -2.41 3.09  -0.128
C 7.05 -3.56 2.86  -0.086
C 7.60 -3.77 1.58  -0.102
C 7.40 -2.84 0.58  -0.104
C 6.65 -1.67 0.82  -0.085
H 7.09 0.00 4.26  0.035
H 5.59 -0.33 5.02  0.036
H 6.02 1.35 4.58  0.015
H 3.67 -1.46 3.55  0.053
H 2.98 -0.52 2.16  0.010
H 3.27 0.28 3.63  0.017
H 5.87 -2.26 4.05  0.081
H 7.15 -4.32 3.66  0.112
H 8.18 -4.68 1.40  0.102
H 7.86 -2.99 -0.39  0.096
H 6.42 -0.93 0.03  0.093
S -0.02 -0.29 -4.38  0.654
C 1.43 0.11 -3.62  -0.892
N 2.30 1.07 -4.09  -0.031
C 1.67 -2.85 -3.11  -0.029
C 1.31 -1.81 -2.08  -0.544
O 0.80 -2.06 -0.97  -0.005
N 1.79 -0.53 -2.42  -0.115
Te -2.17 0.32 0.11  1.353
C -3.05 -0.32 1.98  -0.384
C -2.19 -1.05 2.85  -0.298
C -0.76 -1.31 2.48  -0.118
C -2.70 -1.51 4.07  -0.022
C -4.00 -1.25 4.43  -0.285
C -4.53 -1.74 5.73  -0.070
C -4.80 -0.41 3.63  -0.006
C -4.38 0.00 2.35  -0.307
C -5.29 0.73 1.44  -0.087
C -3.50 -0.60 -1.38  -0.381
C -3.36 -1.99 -1.70  -0.294
C -2.61 -2.95 -0.88  -0.074
C -4.13 -2.43 -2.81  -0.004
C -5.09 -1.67 -3.52  -0.285
C -6.00 -2.29 -4.51  -0.060
C -5.13 -0.32 -3.21  -0.017
C -4.35 0.22 -2.13  -0.316
C -4.54 1.71 -1.94  -0.099
H 1.41 -3.83 -2.75  0.078
H 2.73 -2.82 -3.17  0.073
H 1.27 -2.69 -4.12  0.056
H -0.59 -2.00 1.65  0.070
H -0.24 -1.75 3.35  0.085
H -0.19 -0.47 2.20  0.030
H -2.09 -2.02 4.79  0.108
H -3.99 -2.62 6.12  0.078
H -5.57 -2.14 5.68  0.087
H -4.61 -0.91 6.46  0.091
H -5.83 -0.08 3.89  0.128
H -6.31 0.79 1.79  0.072
H -5.33 0.24 0.40  0.085
H -4.96 1.72 1.10  0.065
H -1.59 -2.66 -0.81  0.033
H -2.71 -3.97 -1.29  0.085
H -3.03 -2.98 0.15  0.100
H -3.95 -3.47 -3.18  0.119
H -7.06 -2.13 -4.29  0.081
H -5.75 -3.38 -4.52  0.088
H -5.89 -1.85 -5.51  0.080
H -5.91 0.32 -3.64  0.118
H -5.02 2.00 -1.01  0.047
H -5.19 2.10 -2.74  0.073
H -3.58 2.26 -1.96  0.064

---

Record 4
C39H44O17P2 | ωB97M-V with the def2-TZVPD basis set

Summary:
SMILES = CCOC(=O)CCC[C@@]1(CCP(=O)(OCC)OCC)OC(=O)O[C@@H]1[PH2]=O.O=C1C=CC(=O)C=C1.O=C1C=CC(=O)C=C1.O=C1C=CC(=O)C=C1.O=C1C=CC(=O)C=C1
maximum force = 0.01873 hartree/bohr
HOMO level = -9.891 eV
Kohn-Sham gap = 8.0 eV

Each line ends with the Löwdin charge.
Atoms and positions in Å:
C 1.26 -3.10 -2.49  -0.051
C 0.36 -3.70 -1.41  -0.228
O -0.96 -3.97 -1.87  -0.018
C -1.62 -2.91 -2.44  -0.481
O -2.07 -3.00 -3.54  0.153
C -1.73 -1.69 -1.56  -0.081
C -2.99 -0.86 -1.83  -0.120
C -3.89 -0.70 -0.58  -0.075
C -4.66 0.63 -0.57  -0.359
C -3.90 1.88 -0.09  -0.105
C -2.81 1.67 0.98  -0.169
P -1.09 1.95 0.52  0.478
O -0.76 3.38 0.62  -0.244
O -0.82 1.35 -0.94  -0.204
C 0.59 1.36 -1.27  -0.262
C 0.86 1.57 -2.74  -0.063
O -0.22 1.08 1.54  -0.182
C -0.30 -0.35 1.50  -0.285
C 0.48 -0.92 2.65  -0.049
O -5.11 0.78 -1.98  0.057
C -6.19 0.02 -2.15  -0.577
O -6.68 -0.31 -3.17  0.183
O -6.68 -0.37 -0.92  0.016
C -6.05 0.50 0.02  -0.303
P -7.09 2.06 0.00  0.779
O -6.57 3.22 -0.75  -0.401
H 2.29 -3.40 -2.28  0.080
H 1.24 -2.02 -2.51  0.063
H 0.99 -3.50 -3.46  0.092
H 0.34 -3.04 -0.54  0.100
H 0.77 -4.64 -1.08  0.121
H -1.66 -2.01 -0.52  0.109
H -0.86 -1.07 -1.77  0.108
H -3.57 -1.35 -2.61  0.121
H -2.69 0.10 -2.21  0.097
H -3.28 -0.81 0.32  0.094
H -4.61 -1.52 -0.56  0.136
H -4.64 2.53 0.37  0.084
H -3.53 2.44 -0.94  0.135
H -2.92 2.47 1.71  0.102
H -2.93 0.73 1.52  0.080
H 1.09 2.16 -0.72  0.116
H 1.04 0.42 -0.95  0.103
H 0.73 2.61 -3.03  0.078
H 0.27 0.94 -3.40  0.076
H 1.91 1.33 -2.91  0.060
H -1.34 -0.69 1.55  0.099
H 0.10 -0.73 0.56  0.087
H 0.41 -2.01 2.63  0.086
H 0.13 -0.54 3.61  0.054
H 1.54 -0.68 2.51  0.087
H -6.06 0.13 1.05  0.143
H -7.25 2.36 1.37  0.018
H -8.33 1.58 -0.45  0.039
O 6.02 2.67 -7.92  0.112
C 5.41 2.03 -7.09  -0.385
C 4.19 1.26 -7.44  0.023
C 3.53 0.56 -6.53  0.023
C 3.97 0.52 -5.11  -0.383
O 3.36 -0.11 -4.28  0.085
C 5.19 1.30 -4.75  0.022
C 5.85 2.00 -5.67  0.023
H 3.89 1.30 -8.48  0.123
H 2.64 -0.01 -6.76  0.123
H 5.49 1.26 -3.72  0.122
H 6.74 2.57 -5.43  0.123
O -5.23 0.53 -7.42  0.113
C -4.36 1.05 -6.75  -0.376
C -3.14 1.60 -7.39  0.020
C -2.18 2.17 -6.66  0.017
C -2.30 2.27 -5.19  -0.374
O -1.41 2.77 -4.52  0.092
C -3.51 1.72 -4.55  0.027
C -4.47 1.15 -5.27  0.048
H -3.08 1.51 -8.47  0.120
H -1.27 2.57 -7.10  0.118
H -3.56 1.81 -3.48  0.097
H -5.37 0.73 -4.83  0.104
O 2.39 2.27 8.96  0.108
C 1.76 1.53 8.24  -0.383
C 2.31 0.22 7.80  0.025
C 1.62 -0.60 7.01  0.028
C 0.26 -0.23 6.54  -0.377
O -0.38 -0.97 5.82  0.084
C -0.30 1.08 6.98  0.022
C 0.40 1.89 7.77  0.023
H 3.30 -0.03 8.16  0.099
H 2.00 -1.55 6.69  0.102
H -1.29 1.32 6.62  0.121
H 0.02 2.85 8.10  0.122
O 4.21 -2.43 6.96  0.095
C 5.37 -2.62 7.26  -0.368
C 6.09 -1.74 8.22  0.024
C 7.36 -1.96 8.54  0.027
C 8.12 -3.10 7.96  -0.384
O 9.27 -3.30 8.25  0.115
C 7.40 -3.98 7.00  0.024
C 6.13 -3.76 6.68  0.022
H 5.52 -0.92 8.64  0.113
H 7.90 -1.33 9.24  0.125
H 7.97 -4.80 6.59  0.123
H 5.59 -4.39 5.99  0.122

---

Record 5
C39H44PSn | ωB97M-V with the def2-TZVPD basis set

Summary:
maximum force = 0.12440 hartree/bohr
HOMO level (alpha / beta) = -9.765 / -9.737 eV
Kohn-Sham gap (alpha / beta) = 6.0 / 5.7 eV
ΔE to the lowest compared entry with this formula, charge and spin = 0.0 kcal per mole
total charge = +1

Each line ends with the Löwdin charge.
Atoms and positions in Å:
C 1.67 -2.15 0.35  -0.248
C 2.16 -1.44 -0.78  -0.222
C 1.21 -1.57 -1.84  -0.260
C 0.13 -2.38 -1.36  -0.246
C 0.41 -2.72 0.00  -0.229
Sn -0.34 0.44 0.12  1.302
C -2.98 1.86 -1.59  -0.365
C -2.88 1.60 -0.26  -0.257
H -2.69 2.39 0.50  0.109
C -2.67 0.15 0.25  -0.281
H -2.97 -0.66 -0.47  0.041
H -2.97 -0.11 1.31  0.034
C -3.35 3.34 -2.12  -0.070
H -2.81 4.13 -1.53  0.073
H -2.97 3.51 -3.17  0.076
H -4.48 3.62 -2.04  0.110
C -2.77 0.74 -2.70  -0.071
H -1.83 0.13 -2.55  0.049
H -3.66 0.01 -2.86  0.117
H -2.59 1.20 -3.71  0.066
C 3.43 -0.68 -0.83  -0.001
H 3.54 -0.01 0.03  0.066
H 4.29 -1.37 -0.82  0.110
H 3.50 -0.07 -1.74  0.075
C 1.33 -0.97 -3.19  -0.035
H 1.76 0.04 -3.15  0.057
H 2.00 -1.59 -3.82  0.099
H 0.36 -0.91 -3.70  0.074
C -1.07 -2.81 -2.12  -0.034
H -1.13 -2.33 -3.10  0.074
H -1.02 -3.90 -2.29  0.104
H -2.01 -2.61 -1.58  0.075
C -0.48 -3.46 0.92  -0.020
H -1.47 -3.63 0.47  0.084
H -0.05 -4.44 1.16  0.104
H -0.64 -2.92 1.88  0.063
C 2.36 -2.25 1.66  -0.029
H 1.69 -2.64 2.43  0.074
H 3.23 -2.93 1.59  0.100
H 2.73 -1.26 1.99  0.058
C 1.16 2.49 -1.42  -0.148
C -0.15 2.69 -2.00  -0.135
C 2.39 2.85 -1.70  -0.155
C 0.08 2.66 -3.39  -0.075
H -1.29 2.92 -1.65  0.102
C 2.64 2.86 -3.09  -0.085
H 3.30 3.02 -0.91  0.165
C 1.47 2.70 -3.87  -0.082
H -0.73 2.47 -4.09  0.091
H 3.61 2.97 -3.60  0.114
H 1.56 2.67 -5.00  0.119
C -0.52 5.53 4.79  -0.064
C -0.14 5.47 3.44  -0.070
C -0.05 4.24 2.79  -0.088
C -0.35 3.05 3.49  -0.353
C -0.71 3.11 4.84  -0.084
C -0.80 4.35 5.49  -0.063
P -0.11 1.45 2.64  0.956
C 1.61 1.04 3.10  -0.366
C 2.63 1.42 2.20  -0.129
C 3.97 1.24 2.53  -0.082
C 4.31 0.65 3.76  -0.061
C 3.31 0.27 4.65  -0.059
C 1.96 0.48 4.34  -0.083
C -1.23 0.34 3.54  -0.395
C -0.87 -0.99 3.85  -0.104
C -1.85 -1.87 4.34  -0.069
C -3.17 -1.45 4.49  -0.060
C -3.53 -0.14 4.16  -0.066
C -2.57 0.76 3.69  -0.121
H -0.60 6.49 5.30  0.113
H 0.09 6.39 2.91  0.110
H 0.24 4.18 1.73  0.100
H -0.94 2.20 5.40  0.109
H -1.10 4.38 6.54  0.113
H 2.35 1.91 1.26  0.074
H 4.75 1.56 1.84  0.113
H 5.36 0.51 4.01  0.115
H 3.57 -0.18 5.61  0.115
H 1.18 0.21 5.06  0.109
H 0.16 -1.32 3.75  0.089
H -1.56 -2.90 4.59  0.116
H -3.93 -2.15 4.86  0.113
H -4.57 0.20 4.26  0.117
H -2.85 1.78 3.44  0.117